[1]
Below is a cluster of 2 separate species, C4H6O in total at a distorted geometry, with properties calculated with the ωB97M-V functional and the def2-TZVPD basis.

Element x y z (Å)
1 O -1.76 -1.04 -0.24
2 C 0.72 -0.82 -0.83
3 C 0.55 1.67 0.11
4 C -0.54 -0.66 -0.06
5 C 0.40 0.37 -0.12
6 H -0.37 -1.09 2.30
7 H -0.17 2.20 0.69
8 H 1.47 2.38 0.03
9 H 1.30 -1.47 -0.21
10 H 0.79 -1.03 -1.97
11 H -2.39 -0.51 0.31

Summary:
energy above the lowest of the compared OMol25 structures with the same formula, charge and spin	623.3	kJ/mol
max |F|	3.3	eV/A
energy	-6285.4575	eV
multiplicity	1
LUMO level (alpha / beta)	-0.6 / -0.1	eV
HOMO-LUMO gap (alpha / beta)	0.24648 / 0.35011	Ha


[2]
Below is a structure of composition C25H35F5O6P2PdS at a distorted geometry, with properties calculated with the ωB97M-V functional and the def2-TZVPD basis.

Element x y z (Å)
1 Pd 0.85 0.16 0.74
2 S 1.55 -1.67 2.27
3 P 2.87 0.06 -1.02
4 P 1.60 2.76 -0.10
5 F -0.45 -2.68 0.15
6 F -0.32 -4.95 -1.24
7 F 3.43 -3.94 2.53
8 F 1.67 -6.74 -0.77
9 F 3.51 -6.22 1.15
10 O 2.72 2.78 1.02
11 O 1.57 4.21 -0.73
12 O 1.85 -1.02 -1.11
13 O 4.03 -0.12 -2.09
14 O 0.24 2.49 0.41
15 O 3.60 0.16 0.37
16 C -2.04 0.09 0.94
17 C 3.40 3.84 3.08
18 C 3.30 -1.50 -3.96
19 C 2.61 6.33 -0.37
20 C 5.24 -1.53 0.94
21 C 0.61 -4.69 -0.31
22 C 1.97 1.75 3.13
23 C 2.81 5.15 -2.58
24 C -3.35 0.37 0.57
25 C 5.69 -1.49 -3.15
26 C 0.57 -3.51 0.40
27 C 2.54 -5.34 0.90
28 C -2.60 0.94 -1.64
29 C 2.74 5.00 -1.07
30 C 5.03 -0.07 0.58
31 C 1.61 -5.61 -0.07
32 C -1.04 0.26 0.01
33 C 2.49 -4.15 1.60
34 C 1.52 -3.18 1.37
35 C -1.29 0.67 -1.28
36 C -3.63 0.80 -0.72
37 C 2.30 1.74 -1.43
38 C 2.29 3.06 2.41
39 C 5.49 0.87 1.67
40 C 4.23 -1.41 -2.76
41 H 3.67 5.76 -2.86
42 H 3.98 -2.21 -2.06
43 H 2.89 4.18 -3.07
44 H 6.30 -1.72 1.09
45 H 3.49 6.95 -0.56
46 H 6.32 -1.37 -2.27
47 H 3.64 4.48 -0.71
48 H -0.50 0.78 -2.00
49 H -2.82 1.27 -2.65
50 H 4.89 -2.17 0.13
51 H 1.90 5.64 -2.93
52 H 4.69 -1.77 1.84
53 H 2.51 6.19 0.71
54 H -4.15 0.23 1.28
55 H 5.25 1.90 1.41
56 H 5.02 0.61 2.62
57 H 6.58 0.78 1.79
58 H 1.72 6.85 -0.73
59 H 3.50 -2.42 -4.52
60 H 5.55 0.17 -0.35
61 H 3.46 -0.64 -4.62
62 H 3.15 2.27 -1.88
63 H -4.65 1.03 -1.01
64 H 1.52 1.63 -2.18
65 H 2.85 1.13 3.23
66 H 3.08 4.14 4.07
67 H 1.56 1.96 4.12
68 H 3.64 4.73 2.50
69 H 2.26 -1.51 -3.63
70 H 5.93 -0.70 -3.86
71 H 1.21 1.19 2.55
72 H -1.82 -0.26 1.94
73 H 5.89 -2.46 -3.60
74 H 4.30 3.23 3.17
75 H 1.39 3.67 2.38

Summary:
energy above the lowest of the compared OMol25 structures with the same formula, charge and spin	149.6	kJ/mol
max |F|	2.3	eV/A
energy	-85261.1000	eV
multiplicity	1
LUMO level (alpha / beta)	-0.6 / -0.6	eV
HOMO-LUMO gap (alpha / beta)	0.24060 / 0.24057	Ha


[3]
Below is an isolated molecule of C7H6O2 at a distorted geometry, with properties calculated with the ωB97M-V functional and the def2-TZVPD basis.

Element x y z (Å)
1 O -2.09 1.36 -0.03
2 O 2.98 -0.48 -0.02
3 C -0.82 0.88 0.04
4 C -1.85 -1.44 0.01
5 C 1.89 -0.09 -0.06
6 C 0.25 1.90 -0.06
7 C 0.64 -1.01 0.08
8 C -0.55 -0.51 -0.11
9 C 1.57 1.41 0.05
10 H 1.16 -2.23 -0.09
11 H -1.39 -2.47 0.07
12 H 2.54 2.21 0.02
13 H -1.97 -1.21 0.79
14 H -0.07 3.11 0.06
15 H -2.29 -1.40 -0.74

Summary:
energy above the lowest of the compared OMol25 structures with the same formula, charge and spin	663.9	kJ/mol
max |F|	20.0	eV/A
energy	-11443.3636	eV
structure (SMILES)	CC1=CC(=O)C=CC1=O
multiplicity	1
LUMO level	-1.8	eV
HOMO-LUMO gap	0.30601	Ha


[4]
Below is a cluster of 2 separate species, C8H13ClN2 in total at a distorted geometry, with properties calculated with the ωB97M-V functional and the def2-TZVPD basis.

Element x y z (Å)
1 Cl -0.45 2.78 0.10
2 N 0.96 0.24 0.66
3 N -1.84 0.59 0.09
4 C 1.43 -0.92 -3.00
5 C -1.07 1.45 0.83
6 C -1.28 1.42 2.30
7 C -2.72 -0.60 2.09
8 C -2.02 0.49 2.91
9 C 0.72 -0.73 -1.67
10 C 1.39 0.18 -0.70
11 C -2.58 -0.24 0.61
12 H 0.93 -1.71 -3.72
13 H -0.27 -0.35 -1.76
14 H -1.78 0.26 3.91
15 H 0.61 -1.68 -1.13
16 H -3.50 -0.56 -0.02
17 H -0.92 2.29 2.88
18 H 1.34 0.06 -3.52
19 H 1.21 1.34 -0.89
20 H 2.47 -0.12 -0.65
21 H -3.86 -0.64 2.35
22 H 2.50 -1.15 -2.92
23 H 0.13 -0.40 0.85
24 H -2.29 -1.66 2.15

Summary:
energy above the lowest of the compared OMol25 structures with the same formula, charge and spin	396.5	kJ/mol
max |F|	5.8	eV/A
energy	-24004.3073	eV
multiplicity	1
LUMO level (alpha / beta)	0.1 / -0.5	eV
HOMO-LUMO gap (alpha / beta)	0.28109 / 0.30794	Ha


[5]
Below is a cluster of 2 separate species, C7H7ClN4O in total at a distorted geometry, with properties calculated with the ωB97M-V functional and the def2-TZVPD basis.

Element x y z (Å)
1 Cl 1.92 1.73 0.07
2 O 2.71 -2.52 0.43
3 N 2.91 -1.29 0.78
4 N 3.21 -1.44 -1.37
5 N -0.43 0.44 -1.45
6 N -0.16 -0.46 0.65
7 C 3.43 0.85 -0.28
8 C 3.13 -0.65 -0.29
9 C -2.02 0.92 0.30
10 C -1.64 0.85 -1.10
11 C -1.19 0.24 1.13
12 C 2.84 -2.61 -0.89
13 C 0.30 -0.38 -0.64
14 H -2.30 1.42 -1.88
15 H 3.78 1.01 -1.26
16 H -2.82 1.36 0.66
17 H 2.59 -3.48 -1.47
18 H 4.10 1.20 0.51
19 H 0.34 -1.12 1.24
20 H -1.14 0.35 2.13

Summary:
energy above the lowest of the compared OMol25 structures with the same formula, charge and spin	165.5	kJ/mol
max |F|	5.5	eV/A
energy	-27897.9833	eV
multiplicity	1
LUMO level	0.4	eV
HOMO-LUMO gap	0.29674	Ha


[6]
Below is a structure of composition C29H48BrHfN3P2S at a distorted geometry, with properties calculated with the ωB97M-V functional and the def2-TZVPD basis.

Element x y z (Å)
1 Hf -0.88 0.63 -0.88
2 Br 1.31 1.34 0.31
3 S -2.33 0.93 1.00
4 P -1.08 -1.80 -1.58
5 P 4.41 -0.59 -0.94
6 N -5.89 3.78 -4.75
7 N -1.37 -0.53 3.12
8 N -0.81 1.71 3.12
9 C -3.08 1.99 -2.11
10 C -1.42 0.67 2.55
11 C 3.42 -1.39 0.37
12 C -0.57 3.24 -1.80
13 C 1.77 2.98 -1.88
14 C -1.94 1.34 -2.70
15 C 3.61 -1.02 -2.52
16 C -2.70 -2.33 -2.32
17 C 4.34 1.24 -0.81
18 C 0.50 1.65 -3.39
19 C -0.90 -2.80 -0.05
20 C -4.32 2.01 -4.27
21 C -5.00 3.54 -2.53
22 C -3.93 -1.80 -1.60
23 C 1.77 2.13 -2.96
24 C 5.62 1.88 -1.34
25 C -4.16 2.47 -2.93
26 C -0.17 -2.24 -4.20
27 C -1.47 -4.22 -0.11
28 C 4.33 -1.93 1.48
29 C -5.14 2.74 -5.14
30 C 0.66 0.12 4.26
31 C -0.65 2.11 -2.67
32 C -5.80 4.18 -3.48
33 C -0.53 -0.81 4.28
34 C 0.73 3.75 -1.48
35 C 4.56 -1.91 -3.33
36 C 0.23 1.57 4.14
37 C 0.04 -2.66 -2.75
38 H 5.58 2.96 -1.22
39 H -0.18 -1.15 -4.33
40 H -2.06 0.62 -3.51
41 H -6.39 5.07 -3.20
42 H -1.37 -2.24 0.78
43 H 6.49 1.51 -0.78
44 H -4.82 -2.28 -2.02
45 H -1.26 -4.73 -1.06
46 H 0.18 -2.83 0.17
47 H -0.12 -3.74 -2.63
48 H -3.10 2.31 -1.05
49 H -2.01 -1.23 2.75
50 H -1.10 -2.65 -4.62
51 H 0.37 0.98 -4.24
52 H -5.02 3.89 -1.50
53 H 5.13 -2.55 1.07
54 H 3.36 -0.09 -3.05
55 H 4.78 -1.11 2.04
56 H -5.19 2.47 -6.20
57 H -1.49 3.78 -1.55
58 H -1.00 2.62 2.72
59 H 2.66 1.86 -3.51
60 H 2.66 -1.53 -2.30
61 H 1.06 -2.45 -2.42
62 H -2.69 -1.99 -3.36
63 H -1.09 -0.70 5.22
64 H 3.75 -2.55 2.17
65 H 1.08 2.19 3.85
66 H 4.68 -2.90 -2.86
67 H 2.72 -0.64 0.75
68 H 4.22 1.47 0.26
69 H -2.70 -3.42 -2.36
70 H 5.56 -1.46 -3.40
71 H -3.91 -2.01 -0.52
72 H -2.56 -4.22 0.04
73 H 5.77 1.65 -2.41
74 H 1.29 -0.14 3.39
75 H -3.82 1.12 -4.64
76 H 1.27 -0.02 5.16
77 H 4.18 -2.06 -4.35
78 H 2.83 -2.19 -0.10
79 H -1.03 -4.82 0.69
80 H 3.46 1.65 -1.32
81 H 0.66 -2.63 -4.81
82 H -0.21 -1.86 4.22
83 H 0.79 4.68 -0.91
84 H -0.15 1.94 5.10
85 H -4.05 -0.71 -1.72

Summary:
total charge	+4
max |F|	3.3	eV/A
energy	-136040.0347	eV
multiplicity	1
LUMO level	-14.5	eV
HOMO-LUMO gap	0.13505	Ha


[7]
Below is an isolated molecule of C3H4I2 at a distorted geometry, with properties calculated with the ωB97M-V functional and the def2-TZVPD basis.

Element x y z (Å)
1 I 1.25 0.68 2.30
2 I -0.93 -2.26 -1.19
3 C 0.31 -0.71 -0.36
4 C -0.14 0.16 0.87
5 C -0.17 0.69 -0.51
6 H -1.14 0.26 1.25
7 H 0.64 1.30 -0.85
8 H -1.16 0.69 -0.92
9 H 1.33 -0.80 -0.60

Summary:
energy above the lowest of the compared OMol25 structures with the same formula, charge and spin	48.7	kJ/mol
max |F|	2.9	eV/A
energy	-19375.4655	eV
structure (SMILES)	I[C@H]1C[C@@H]1I
multiplicity	1
LUMO level	0.3	eV
HOMO-LUMO gap	0.34761	Ha


[8]
Below is a cluster of 2 separate species, C17H22N in total at a distorted geometry, with properties calculated with the ωB97M-V functional and the def2-TZVPD basis.

Element x y z (Å)
1 N -1.41 -0.47 1.61
2 C -2.41 0.21 2.31
3 C -2.09 1.36 3.05
4 C 2.82 -1.73 -1.45
5 C 3.79 -0.72 -1.45
6 C 1.58 2.38 -1.45
7 C -1.56 -0.59 -1.30
8 C -3.74 -0.20 2.19
9 C 0.52 -2.65 -1.48
10 C 1.45 -1.47 -1.42
11 C 1.98 0.93 -1.41
12 C -3.11 2.23 3.42
13 C -4.76 0.67 2.56
14 C 0.98 -0.11 -1.30
15 C 5.25 -1.01 -1.45
16 C 3.33 0.61 -1.46
17 C -0.37 0.24 -1.18
18 C -4.44 1.91 3.15
19 H -1.04 1.57 3.28
20 H 1.06 2.64 -2.38
21 H 3.16 -2.76 -1.46
22 H -1.73 -1.22 -0.42
23 H -0.13 -2.64 -2.37
24 H 5.76 -0.60 -0.57
25 H -5.23 2.60 3.39
26 H -0.50 -0.34 2.07
27 H -0.12 -2.73 -0.58
28 H -2.42 0.09 -1.35
29 H 5.76 -0.59 -2.33
30 H -0.60 1.30 -1.24
31 H -1.61 -1.48 1.64
32 H 5.42 -2.09 -1.45
33 H -1.60 -1.20 -2.21
34 H -2.86 3.17 3.92
35 H -3.95 -1.19 1.77
36 H 1.13 -3.56 -1.53
37 H -5.80 0.39 2.38
38 H 4.07 1.41 -1.48
39 H 2.49 2.99 -1.40
40 H 0.93 2.65 -0.61

Summary:
total charge	+1
energy above the lowest of the compared OMol25 structures with the same formula, charge and spin	71.1	kJ/mol
max |F|	1.7	eV/A
energy	-19468.8114	eV
multiplicity	1
LUMO level	-5.5	eV
HOMO-LUMO gap	0.19149	Ha


What is the max |F| in the second record? 2.3 eV/A


Which value of energy does entry 6 give? -136040.0347 eV